Entry 1:
Molecular formula: C22H12B4Br6O34V
Method: DFT, the ωB97M-V functional and the def2-TZVPD basis

For the gap between HOMO and LUMO, the calculation gives 8.195 eV. For the HOMO energy, the calculation gives -3.88 eV. For the LUMO energy, the calculation gives 4.314 eV. Its relative energy (zero: lowest compared OMol25 entry of this formula, charge and spin) is 130.3 kJ/mol.

```
! wB97M-V def2-TZVPD RIJCOSX def2/J DEFGRID3
* xyz -3 1
O 11.215 -9.260 20.713
V 11.353 -10.450 19.663
O 10.024 -10.500 18.880
O 16.951 -5.614 21.392
C 16.225 -6.495 21.757
O 16.445 -7.771 21.600
B 15.300 -8.527 22.193
O 14.731 -7.571 23.158
C 15.034 -6.349 22.726
O 14.613 -5.306 23.129
O 15.783 -9.757 22.836
C 15.334 -10.812 22.209
O 15.628 -11.942 22.452
C 14.269 -10.325 21.168
O 14.210 -9.005 21.276
O 13.516 -11.022 20.533
O 18.348 -7.690 14.938
C 17.397 -7.596 15.665
O 16.344 -8.384 15.709
B 15.432 -7.926 16.793
O 16.292 -7.035 17.619
C 17.351 -6.693 16.923
O 18.190 -5.883 17.192
O 14.879 -9.037 17.598
C 13.571 -9.015 17.497
O 12.787 -9.783 17.986
C 13.177 -7.787 16.631
O 14.279 -7.187 16.272
O 12.074 -7.342 16.531
O 13.156 -12.491 24.343
C 12.022 -12.869 24.226
O 11.432 -13.723 25.022
B 10.115 -14.131 24.501
O 9.889 -13.113 23.409
C 10.979 -12.430 23.174
O 11.110 -11.596 22.319
O 10.097 -15.494 23.964
C 9.376 -16.286 24.755
O 9.263 -17.467 24.759
C 8.605 -15.332 25.699
O 9.067 -14.122 25.525
O 7.740 -15.688 26.453
O 11.234 -12.852 19.399
C 11.735 -13.923 19.677
O 11.759 -14.581 20.802
B 12.721 -15.709 20.685
O 13.099 -15.713 19.263
C 12.524 -14.707 18.662
O 12.635 -14.465 17.487
O 12.237 -17.026 21.057
C 12.836 -17.453 22.175
O 12.639 -18.505 22.701
C 13.815 -16.348 22.603
O 13.827 -15.456 21.649
O 14.498 -16.305 23.597
Br 5.096 -9.604 17.950
C 5.948 -9.496 16.165
C 7.424 -9.799 16.314
Br 8.475 -9.516 14.692
H 5.703 -8.519 15.761
H 5.454 -10.240 15.547
H 7.574 -10.857 16.514
H 7.995 -9.288 17.082
Br 11.632 -4.436 23.801
C 12.070 -6.179 24.557
C 11.152 -7.200 23.956
Br 11.627 -8.987 24.596
H 12.054 -6.098 25.639
H 13.095 -6.391 24.258
H 11.198 -7.279 22.874
H 10.123 -6.957 24.222
Br 12.305 -6.508 20.237
C 11.007 -5.095 19.898
C 10.072 -5.456 18.746
Br 9.127 -7.153 19.132
H 11.497 -4.135 19.765
H 10.427 -5.070 20.820
H 10.716 -5.735 17.914
H 9.348 -4.700 18.464
*
```

Entry 2:
Molecular formula: C22H12F4O2PtS
Method: DFT, the ωB97M-V functional and the def2-TZVPD basis

For the gap between HOMO and LUMO, the calculation gives 6.540 eV. For the HOMO energy, the calculation gives -9.02 eV. For the LUMO energy, the calculation gives -2.475 eV. Its relative energy (zero: lowest compared OMol25 entry of this formula, charge and spin) is 29.7 kJ/mol.

```
! wB97M-V def2-TZVPD RIJCOSX def2/J DEFGRID3
* xyz 0 1
Pt -1.695 -0.867 -0.942
O -3.370 -2.103 -4.444
C -2.612 -1.890 -3.528
O -3.016 -1.584 -2.317
C -1.115 -1.912 -3.782
C -0.672 -1.548 -5.047
C 0.675 -1.592 -5.364
C 1.604 -2.017 -4.422
C 1.188 -2.372 -3.152
C -0.169 -2.329 -2.828
S -0.673 -2.855 -1.219
H -1.412 -1.243 -5.775
H 1.005 -1.296 -6.351
H 2.655 -2.062 -4.674
H 1.900 -2.692 -2.403
F 5.609 4.020 2.546
C 4.392 4.149 3.095
F 4.067 5.457 3.043
F 4.508 3.835 4.401
C 3.359 3.298 2.413
C 3.692 2.495 1.334
C 2.717 1.721 0.728
C 1.405 1.744 1.199
C 1.081 2.560 2.288
C 2.054 3.332 2.891
C 0.403 0.932 0.574
C -0.402 0.240 -0.009
H 4.709 2.475 0.968
H 2.964 1.091 -0.116
H 0.064 2.580 2.652
H 1.805 3.963 3.734
F -4.542 -1.792 4.332
C -3.883 -1.583 3.178
C -3.615 -2.662 2.360
C -2.936 -2.448 1.171
C -2.544 -1.159 0.834
C -2.805 -0.083 1.672
C -3.498 -0.298 2.856
H -3.943 -3.651 2.649
H -2.747 -3.282 0.510
H -2.482 0.913 1.412
H -3.725 0.517 3.529
*
```

Entry 3:
Molecular formula: C22H13Cl2N3O4SZn
Method: DFT, the ωB97M-V functional and the def2-TZVPD basis

For the gap between HOMO and LUMO, the calculation gives 3.358 eV. For the HOMO energy, the calculation gives 0.11 eV. For the LUMO energy, the calculation gives 3.470 eV.

```
! wB97M-V def2-TZVPD RIJCOSX def2/J DEFGRID3
* xyz -2 1
Zn 0.418 0.910 -1.177
S -1.461 4.251 1.010
C -2.214 4.336 -0.529
C -1.685 3.444 -1.412
C -0.626 2.639 -0.891
C -0.396 2.969 0.418
C 0.571 2.332 1.299
C 0.756 2.689 2.640
C 1.661 1.985 3.406
C 2.386 0.950 2.828
C 2.163 0.673 1.490
N 1.292 1.341 0.753
H -3.018 5.043 -0.681
H -2.042 3.375 -2.433
H 0.173 3.499 3.060
H 1.802 2.237 4.451
H 3.097 0.369 3.399
H 2.708 -0.110 0.972
Cl 3.013 -2.758 -2.114
C 3.830 -1.213 -2.106
C 5.202 -1.213 -2.100
C 5.921 -0.014 -2.088
C 5.200 1.182 -2.082
C 3.826 1.181 -2.072
Cl 3.012 2.730 -2.127
C 2.977 -0.022 -2.087
N 1.689 -0.081 -2.120
H 5.726 -2.164 -2.104
H 7.005 -0.018 -2.089
H 5.727 2.130 -2.100
O -1.056 -0.480 1.678
C -1.473 -0.768 0.552
O -1.096 -0.340 -0.576
C -2.626 -1.768 0.474
C -3.120 -2.353 1.636
C -4.162 -3.255 1.584
C -4.724 -3.580 0.350
C -4.236 -3.005 -0.823
C -3.191 -2.106 -0.753
N -5.814 -4.509 0.290
O -6.302 -4.779 -0.794
O -6.223 -5.011 1.324
H -2.664 -2.075 2.577
H -4.558 -3.719 2.476
H -4.686 -3.279 -1.766
H -2.782 -1.648 -1.643
*
```

Entry 4:
Molecular formula: C22H13F4N5O5Rb
Method: DFT, the ωB97M-V functional and the def2-TZVPD basis

For the gap between HOMO and LUMO (alpha / beta), the calculation gives 5.351 / 5.700 eV. For the HOMO energy (alpha / beta), the calculation gives -5.27 / -5.89 eV. For the LUMO energy (alpha / beta), the calculation gives 0.081 / -0.191 eV. Its relative energy (zero: lowest compared OMol25 entry of this formula, charge and spin) is 18.5 kJ/mol.

```
! wB97M-V def2-TZVPD RIJCOSX def2/J DEFGRID3
* xyz -1 1
Rb 1.691 -0.240 -1.106
O -1.898 3.392 -1.063
C -0.801 2.617 -1.032
O -0.817 1.483 -0.628
C 0.412 3.368 -1.525
O 1.402 2.452 -1.857
C 2.570 3.073 -2.416
C 3.599 2.051 -2.963
O 4.604 2.600 -3.428
O 3.317 0.829 -2.888
H -2.621 2.890 -0.657
H 0.720 4.054 -0.720
H 0.111 3.987 -2.379
H 3.051 3.691 -1.652
H 2.266 3.729 -3.239
F 0.105 -0.617 1.266
C -0.729 0.200 1.973
C -2.018 -0.198 2.165
F -2.382 -1.395 1.701
C -3.007 0.598 2.802
C -2.522 1.866 3.215
C -1.235 2.263 3.036
F -0.887 3.465 3.508
C -0.245 1.460 2.414
C 1.080 1.900 2.233
C 2.091 0.997 1.831
N 2.894 0.256 1.465
C 1.475 3.259 2.351
N 1.842 4.351 2.400
F -3.351 2.706 3.841
C -4.335 0.174 2.996
C -4.804 -1.117 2.624
N -5.245 -2.146 2.350
C -5.342 0.989 3.588
N -6.207 1.588 4.057
C 3.246 -3.512 -2.683
C 1.975 -4.001 -2.097
C 1.571 -5.377 -1.900
C 0.345 -5.319 -1.320
C 0.040 -3.910 -1.177
C -1.169 -3.327 -0.572
N 1.040 -3.147 -1.652
H 3.757 -4.291 -3.247
H 3.920 -3.176 -1.889
H 3.070 -2.649 -3.327
H 2.144 -6.246 -2.179
H -0.298 -6.132 -1.021
H -1.980 -4.050 -0.497
H -1.507 -2.457 -1.137
H -0.938 -2.979 0.431
*
```

Entry 5:
Molecular formula: C22H14Cl32N2S
Method: DFT, the ωB97M-V functional and the def2-TZVPD basis

For the gap between HOMO and LUMO, the calculation gives 8.111 eV. For the HOMO energy, the calculation gives -8.13 eV. For the LUMO energy, the calculation gives -0.021 eV.

```
! wB97M-V def2-TZVPD RIJCOSX def2/J DEFGRID3
* xyz 0 1
C -5.077 -1.769 0.191
N -4.353 -3.083 0.134
C -3.850 -3.336 -1.241
C -2.587 -2.436 -1.672
C -1.938 -1.347 -0.787
C -0.691 -0.555 -1.266
C -0.122 -0.865 -2.669
C -0.736 -1.939 -3.651
C -1.983 -2.699 -3.103
N -0.156 -2.200 -5.009
C 1.304 -2.422 -4.939
C 1.975 -3.637 -5.641
C 3.523 -3.886 -5.538
C 4.448 -2.901 -4.760
C 3.800 -1.665 -4.079
C 2.274 -1.444 -4.168
S 1.406 -0.012 -3.333
H -6.155 -1.874 0.544
H -4.501 -1.086 0.931
H -4.993 -1.284 -0.849
H -3.617 -3.153 0.847
H -4.709 -3.288 -1.989
H -3.467 -4.430 -1.257
H -2.411 -1.146 0.233
H -0.175 0.255 -0.618
H -2.429 -3.513 -3.787
H -0.328 -1.337 -5.570
H 1.373 -4.398 -6.251
H 4.018 -4.799 -6.031
H 5.571 -3.058 -4.650
H 4.402 -0.890 -3.488
C 0.416 2.357 2.059
Cl 0.576 1.289 0.645
Cl 2.013 2.998 2.497
Cl -0.679 3.700 1.666
Cl -0.247 1.434 3.425
C 6.082 1.924 1.362
Cl 6.224 3.143 2.647
Cl 7.250 0.617 1.648
Cl 4.437 1.257 1.365
Cl 6.415 2.680 -0.211
C -4.798 0.930 -3.797
Cl -3.508 -0.294 -3.779
Cl -5.931 0.576 -5.121
Cl -5.676 0.910 -2.252
Cl -4.081 2.537 -4.046
C 6.661 -3.605 0.665
Cl 6.232 -5.231 1.241
Cl 8.390 -3.559 0.256
Cl 5.700 -3.215 -0.777
Cl 6.323 -2.416 1.941
C 2.742 5.026 6.244
Cl 1.613 3.654 6.214
Cl 4.175 4.635 5.266
Cl 1.945 6.465 5.574
Cl 3.236 5.349 7.921
C -9.752 -1.559 0.891
Cl -8.760 -1.565 2.365
Cl -11.258 -0.666 1.195
Cl -8.853 -0.774 -0.425
Cl -10.138 -3.231 0.430
C 7.169 3.910 7.786
Cl 7.301 5.127 9.073
Cl 8.341 2.607 8.080
Cl 5.525 3.238 7.774
Cl 7.513 4.671 6.216
C -4.484 5.056 1.486
Cl -2.782 5.566 1.419
Cl -4.944 4.749 3.174
Cl -5.513 6.339 0.815
Cl -4.693 3.570 0.535
*
```

Entry 6:
Molecular formula: C22H14Cl40FN3
Method: DFT, the ωB97M-V functional and the def2-TZVPD basis

For the gap between HOMO and LUMO, the calculation gives 6.864 eV. For the HOMO energy, the calculation gives -8.36 eV. For the LUMO energy, the calculation gives -1.492 eV. Its relative energy (zero: lowest compared OMol25 entry of this formula, charge and spin) is 1307.2 kJ/mol.

```
! wB97M-V def2-TZVPD RIJCOSX def2/J DEFGRID3
* xyz 0 1
C -1.658 0.048 -2.140
N -0.678 -0.820 -1.326
C 0.464 0.044 -0.790
C -0.035 1.094 0.409
C -1.145 0.548 1.527
C -1.659 1.544 2.737
C -1.063 3.076 2.740
C 0.039 3.626 1.617
N 0.477 5.056 1.750
C 1.462 5.454 0.688
C 1.983 7.036 0.704
C 0.584 7.945 0.592
F 0.762 9.196 -0.182
C 2.014 4.414 -0.435
N 1.610 2.975 -0.604
C 0.592 2.640 0.448
H -2.729 0.090 -1.623
H -1.241 1.149 -2.275
H -1.764 -0.428 -3.210
H -0.207 -1.420 -2.063
H 0.876 0.653 -1.730
H 1.316 -0.666 -0.376
H -1.586 -0.540 1.514
H -2.411 1.246 3.590
H -1.424 3.825 3.574
H 2.400 7.251 1.800
H 2.754 7.280 -0.142
H -0.201 7.237 0.037
H 0.131 8.112 1.679
H 2.822 4.834 -1.205
C -6.020 -0.222 -1.478
Cl -5.106 0.350 -0.060
Cl -5.406 -1.819 -1.975
Cl -7.747 -0.355 -1.057
Cl -5.823 0.934 -2.819
C 0.189 4.925 -3.875
Cl 0.151 3.523 -4.974
Cl -1.421 5.689 -3.832
Cl 0.633 4.384 -2.237
Cl 1.390 6.105 -4.458
C 4.914 2.825 2.494
Cl 6.145 4.060 2.128
Cl 3.298 3.575 2.482
Cl 4.980 1.538 1.263
Cl 5.233 2.126 4.101
C 6.100 -0.171 7.437
Cl 4.610 -0.545 8.340
Cl 7.502 -0.283 8.532
Cl 6.295 -1.335 6.102
Cl 5.995 1.480 6.775
C -3.605 -5.661 -1.590
Cl -2.344 -4.669 -0.815
Cl -4.509 -4.664 -2.759
Cl -2.844 -7.030 -2.440
Cl -4.721 -6.279 -0.348
C -8.172 -4.617 0.486
Cl -8.210 -6.019 -0.613
Cl -9.781 -3.853 0.530
Cl -7.727 -5.158 2.125
Cl -6.970 -3.438 -0.096
C 0.158 -7.195 -5.764
Cl 1.376 -8.458 -5.455
Cl -0.904 -7.034 -4.343
Cl 0.977 -5.643 -6.073
Cl -0.817 -7.645 -7.186
C -3.927 -4.864 -7.064
Cl -2.887 -4.315 -8.402
Cl -2.942 -5.748 -5.871
Cl -4.682 -3.453 -6.281
Cl -5.196 -5.940 -7.701
C 6.184 0.340 -2.446
Cl 6.848 -0.660 -1.129
Cl 7.241 1.749 -2.712
Cl 6.098 -0.627 -3.940
Cl 4.551 0.897 -2.004
C 3.681 -3.860 10.339
Cl 4.507 -3.823 8.761
Cl 4.812 -4.439 11.588
Cl 3.124 -2.220 10.757
Cl 2.281 -4.958 10.251
*
```

Entry 7:
Molecular formula: C22H15BrGaI2N5S2
Method: DFT, the ωB97M-V functional and the def2-TZVPD basis

For the gap between HOMO and LUMO, the calculation gives 6.930 eV. For the HOMO energy, the calculation gives -14.14 eV. For the LUMO energy, the calculation gives -7.206 eV. Its relative energy (zero: lowest compared OMol25 entry of this formula, charge and spin) is 15.3 kJ/mol.

```
! wB97M-V def2-TZVPD RIJCOSX def2/J DEFGRID3
* xyz 2 1
Ga 0.959 -0.104 -1.204
S 2.732 -1.557 -1.427
C 3.443 -0.012 -1.744
N 2.642 1.035 -1.675
C 3.302 2.229 -1.942
C 2.761 3.511 -1.958
C 3.596 4.571 -2.254
C 4.951 4.369 -2.533
C 5.499 3.101 -2.523
C 4.660 2.036 -2.226
S 5.061 0.333 -2.150
H 1.713 3.664 -1.736
H 3.200 5.577 -2.274
H 5.579 5.220 -2.758
H 6.545 2.940 -2.743
Br 0.454 1.920 0.649
C -0.946 1.937 -0.634
C -2.008 2.806 -0.556
C -2.985 2.705 -1.540
C -2.852 1.747 -2.535
C -1.745 0.921 -2.531
N -0.798 1.018 -1.591
H -2.071 3.532 0.242
H -3.841 3.366 -1.518
H -3.591 1.645 -3.317
H -1.606 0.159 -3.286
I 1.050 -0.132 -4.523
I 0.436 2.428 -4.949
N -3.813 -4.625 7.425
C -3.389 -4.236 6.432
C -2.851 -3.769 5.188
C -3.372 -4.243 3.985
C -2.837 -3.816 2.785
C -1.776 -2.921 2.785
C -1.261 -2.432 3.977
C -1.803 -2.851 5.178
N -1.202 -2.517 1.536
C -1.049 -3.327 0.434
C -0.428 -2.579 -0.511
N -0.212 -1.313 0.002
C -0.683 -1.320 1.243
H -4.200 -4.938 3.997
H -3.272 -4.164 1.857
H -0.426 -1.744 3.981
H -1.406 -2.480 6.113
H -1.356 -4.358 0.422
H -0.127 -2.853 -1.509
H -0.674 -0.478 1.914
*
```

Entry 8:
Molecular formula: C22H15Co2N2O7
Method: DFT, the ωB97M-V functional and the def2-TZVPD basis

For the gap between HOMO and LUMO, the calculation gives 5.156 eV. For the HOMO energy, the calculation gives -3.07 eV. For the LUMO energy, the calculation gives 2.085 eV. Its relative energy (zero: lowest compared OMol25 entry of this formula, charge and spin) is 279.2 kJ/mol.

```
! wB97M-V def2-TZVPD RIJCOSX def2/J DEFGRID3
* xyz -1 1
O 1.220 -4.017 4.706
C 1.200 -2.886 4.473
Co 1.405 -1.162 4.244
C 2.219 -0.772 5.735
O 2.821 -0.561 6.702
C 2.739 -1.082 3.100
O 3.696 -1.073 2.445
C -0.203 0.039 4.012
C -0.404 0.833 2.898
C -0.550 2.101 2.455
C 0.399 2.849 1.601
C 1.376 3.785 2.028
C 2.181 4.445 1.094
C 2.088 4.121 -0.267
C 1.103 3.223 -0.702
C 0.231 2.681 0.230
Co -0.885 -0.879 2.612
C -1.305 -2.654 2.912
O -1.531 -3.780 3.062
C 0.392 -1.277 1.474
O 1.185 -1.595 0.674
C -2.516 -0.567 2.016
O -3.507 -0.359 1.441
H -0.621 0.355 4.981
H -1.334 2.707 2.954
H 1.460 3.986 3.093
H 2.892 5.211 1.415
H 2.776 4.578 -0.987
H 1.024 2.947 -1.751
H -0.639 2.099 -0.053
C -1.046 -2.634 -6.780
C -0.527 -2.336 -5.386
O 0.620 -2.575 -5.025
N -1.480 -1.763 -4.544
C -1.262 -1.178 -3.290
C -2.339 -0.577 -2.583
C -2.075 0.085 -1.374
N -0.873 0.144 -0.773
C 0.140 -0.243 -1.562
C 0.017 -1.023 -2.724
H -1.765 -3.465 -6.781
H -1.515 -1.750 -7.230
H -0.198 -2.923 -7.405
H -2.430 -1.812 -4.892
H -3.356 -0.580 -2.986
H -2.834 0.645 -0.828
H 1.109 0.125 -1.232
H 0.900 -1.437 -3.201
*
```

- What is the formula in the second record?
  C22H12F4O2PtS

Repeat the eighth record exactly.
Molecular formula: C22H15Co2N2O7
Method: DFT, the ωB97M-V functional and the def2-TZVPD basis

For the gap between HOMO and LUMO, the calculation gives 5.156 eV. For the HOMO energy, the calculation gives -3.07 eV. For the LUMO energy, the calculation gives 2.085 eV. Its relative energy (zero: lowest compared OMol25 entry of this formula, charge and spin) is 279.2 kJ/mol.

```
! wB97M-V def2-TZVPD RIJCOSX def2/J DEFGRID3
* xyz -1 1
O 1.220 -4.017 4.706
C 1.200 -2.886 4.473
Co 1.405 -1.162 4.244
C 2.219 -0.772 5.735
O 2.821 -0.561 6.702
C 2.739 -1.082 3.100
O 3.696 -1.073 2.445
C -0.203 0.039 4.012
C -0.404 0.833 2.898
C -0.550 2.101 2.455
C 0.399 2.849 1.601
C 1.376 3.785 2.028
C 2.181 4.445 1.094
C 2.088 4.121 -0.267
C 1.103 3.223 -0.702
C 0.231 2.681 0.230
Co -0.885 -0.879 2.612
C -1.305 -2.654 2.912
O -1.531 -3.780 3.062
C 0.392 -1.277 1.474
O 1.185 -1.595 0.674
C -2.516 -0.567 2.016
O -3.507 -0.359 1.441
H -0.621 0.355 4.981
H -1.334 2.707 2.954
H 1.460 3.986 3.093
H 2.892 5.211 1.415
H 2.776 4.578 -0.987
H 1.024 2.947 -1.751
H -0.639 2.099 -0.053
C -1.046 -2.634 -6.780
C -0.527 -2.336 -5.386
O 0.620 -2.575 -5.025
N -1.480 -1.763 -4.544
C -1.262 -1.178 -3.290
C -2.339 -0.577 -2.583
C -2.075 0.085 -1.374
N -0.873 0.144 -0.773
C 0.140 -0.243 -1.562
C 0.017 -1.023 -2.724
H -1.765 -3.465 -6.781
H -1.515 -1.750 -7.230
H -0.198 -2.923 -7.405
H -2.430 -1.812 -4.892
H -3.356 -0.580 -2.986
H -2.834 0.645 -0.828
H 1.109 0.125 -1.232
H 0.900 -1.437 -3.201
*
```